[1]
Formula: C30H24Cl2LaN7O3S3
Source: the Open Molecules 2025 dataset
Level of theory: ωB97M-V/def2-TZVPD

Last column: Löwdin charge in e.
Geometry (Å):
C -2.222 4.692 4.055  -0.022
H 6.779 1.467 -1.047  0.125
S -1.656 5.499 -0.584  0.979
H 2.880 2.651 0.252  0.061
C 1.965 -3.781 -2.477  -0.041
H -2.551 -2.904 -3.393  0.108
H -0.527 -4.863 0.310  0.118
N -1.491 3.700 1.216  0.004
C 3.184 -1.255 -1.985  -0.519
C -1.133 0.845 4.147  -0.041
C -0.114 -3.065 -5.155  -0.006
C -2.732 4.318 5.281  -0.085
N -2.402 4.640 1.601  -0.193
C -0.251 -2.512 1.655  -0.464
H -5.749 3.021 4.225  0.116
N 2.020 -1.555 -1.430  -0.060
C 0.570 -5.429 -1.419  -0.692
C 1.427 -5.060 -2.433  -0.721
C -2.709 5.662 0.795  -1.146
N -0.564 -2.358 -3.917  -0.089
H -4.251 3.276 6.337  0.115
H 2.571 -3.453 -3.317  0.100
H -1.382 1.748 4.703  0.099
C 3.548 1.962 -0.205  -0.150
C -3.990 3.686 5.338  -0.106
H -1.337 -2.926 -2.042  0.065
C 1.601 -2.858 -1.454  -0.225
H -2.211 4.537 6.246  0.120
H -1.995 -0.539 5.478  0.105
C -4.239 3.885 3.034  -0.034
O -0.505 -3.620 2.148  0.020
C 4.888 2.262 -0.305  -0.044
C 3.801 0.001 -1.426  -0.170
C 0.677 -3.257 -0.459  -0.242
S -3.718 6.914 1.148  0.573
La 0.466 0.130 -0.461  1.923
H -1.273 5.137 3.834  0.117
S 0.201 3.058 -0.764  0.377
H 0.230 -2.320 -5.902  0.086
H -1.359 -4.228 -3.295  0.109
C -2.985 4.438 2.914  -0.240
H -0.291 2.013 2.499  0.089
H 0.759 -3.703 -5.047  0.065
N -0.278 -0.088 2.111  -0.039
C 0.885 -0.369 -4.255  0.031
H 5.798 -0.463 -2.055  0.134
C -1.200 -1.507 3.794  0.001
H -0.984 -3.544 -5.613  0.098
C -4.772 3.505 4.245  -0.086
Cl -0.011 -7.062 -1.334  0.663
C -0.987 4.002 0.062  -1.128
H -4.823 3.653 2.126  0.133
H 5.256 3.227 0.117  0.128
C -0.587 -1.317 2.567  -0.185
N 0.261 -2.218 0.435  -0.054
O -0.589 -0.717 -2.424  -0.226
O 3.837 -1.878 -2.813  0.039
N 3.006 0.852 -0.728  -0.020
C -0.131 -1.167 -3.504  -0.485
H -1.487 -2.504 4.084  0.122
Cl 1.793 -6.145 -3.711  0.683
C -1.489 -0.419 4.557  -0.053
H 0.990 0.678 -3.893  0.106
C -1.514 -3.142 -3.076  0.008
H 1.823 -0.906 -4.067  0.085
C -0.525 1.004 2.897  -0.101
C 5.690 1.339 -0.950  -0.056
C 0.181 -4.509 -0.452  -0.067
C 5.158 0.201 -1.465  -0.008
H 0.768 -0.360 -5.356  0.094

Results
molecular weight = 836.58 g mol⁻¹
gap between HOMO and LUMO = 7.26 eV
HOMO energy = -7.7 eV

---

[2]
Formula: C30H24F5N6V
Source: the Open Molecules 2025 dataset
Level of theory: ωB97M-V/def2-TZVPD

Last column: Löwdin charge in e.
Geometry (Å):
H -0.552 -4.432 -1.612  0.165
F -0.421 -1.304 2.480  0.139
H -3.926 -2.040 -2.067  0.094
C 2.757 -1.106 0.807  -0.135
H -0.135 4.405 -2.530  0.134
H 4.683 2.184 0.596  0.131
H 2.050 -3.958 -2.337  0.132
C 0.018 -1.164 -2.327  -0.152
N 1.770 -4.720 0.696  0.113
C 1.103 -2.089 -2.524  -0.064
N 8.744 0.315 2.681  0.084
H 3.365 -3.618 1.235  0.131
C 6.536 -0.483 2.942  0.004
H -4.130 -3.474 1.229  0.115
C 2.889 1.110 0.136  -0.159
N 0.921 1.638 -0.978  0.008
C 4.040 -1.054 1.353  0.100
C 0.266 -3.962 -1.056  -0.169
C 4.168 1.240 0.652  0.101
N 1.640 4.222 -1.522  0.142
C -2.873 -2.764 -0.320  -0.116
C -1.394 -1.553 -2.034  -0.175
H 6.861 1.493 0.215  0.111
C 8.400 0.989 1.609  -0.108
C 2.442 3.451 -0.823  0.003
C -1.589 -2.298 -0.698  -0.248
N 2.212 -0.044 0.224  0.054
N 0.656 -1.839 0.178  -0.069
H -2.451 -3.253 1.729  0.097
C -0.573 0.638 1.169  -0.401
F -2.386 -0.704 1.844  0.155
H -2.068 -1.761 -2.860  0.154
H -2.605 -0.255 -0.674  0.128
C 1.857 -2.250 0.668  -0.170
H 1.901 -1.750 -3.175  0.126
C 2.352 -3.526 0.867  0.002
H 0.034 -0.334 -3.043  0.132
H 3.352 3.899 -0.450  0.138
C -4.095 -2.458 -1.082  0.020
C 7.099 0.972 1.125  0.001
H 8.233 -0.943 4.200  0.120
H 9.178 1.552 1.113  0.120
C 2.104 2.116 -0.566  -0.131
H -0.884 2.054 -1.914  0.140
C 0.873 -5.006 -0.147  -0.050
C 4.764 0.136 1.280  -0.098
C 0.487 3.744 -1.943  -0.037
H 0.475 -6.010 -0.142  0.136
C -0.323 -2.868 -0.083  -0.181
H -4.700 -3.364 -1.172  0.129
V 0.322 -0.168 -0.417  0.994
C -3.095 -3.554 0.906  0.019
H 4.484 -1.919 1.817  0.125
F 0.438 1.363 1.752  0.086
C 6.138 0.217 1.802  -0.174
H -4.724 -1.762 -0.521  0.135
C 1.221 -3.339 -2.025  -0.002
H -0.559 -3.363 0.868  0.154
C 0.096 2.438 -1.636  -0.031
F -1.480 1.568 0.753  0.073
C 7.865 -0.404 3.338  -0.108
H -2.900 -4.613 0.716  0.134
F -1.386 0.381 3.418  0.222
H 5.840 -1.069 3.521  0.115
C -1.649 -0.744 -0.845  -0.084
C -1.205 -0.217 2.261  -0.555

Results
molecular weight = 614.50 g mol⁻¹
gap between HOMO and LUMO (alpha / beta) = 6.03 / 6.22 eV
net charge = +2
HOMO energy (alpha / beta) = -13.9 / -13.9 eV

---

[3]
Formula: C30H25BrLiN4O3
Source: the Open Molecules 2025 dataset
Level of theory: ωB97M-V/def2-TZVPD

Last column: Löwdin charge in e.
Geometry (Å):
H -3.617 1.975 4.240  0.095
H 4.912 -2.197 -2.459  0.079
C 0.004 1.243 1.964  -0.205
C 4.561 3.436 -2.185  -0.113
C -4.421 1.383 0.731  -0.071
C 0.749 -1.010 1.455  -0.068
C 3.311 1.163 -1.263  -0.166
C -0.169 -3.511 -1.321  -0.165
N -1.641 -0.050 -1.232  0.054
H -3.631 0.458 3.315  0.067
C 3.076 2.400 -0.646  -0.221
O 0.085 2.585 1.888  0.059
C -1.173 -0.663 2.876  -0.056
C -5.799 -0.198 1.869  -0.133
C 4.169 1.040 -2.351  -0.010
C -0.247 -1.502 2.259  -0.661
C 3.708 3.553 -1.104  -0.029
H -1.983 -1.094 3.444  0.105
C 1.535 -2.485 -2.827  -0.091
Li -1.606 -1.987 -0.776  0.559
C 2.845 -2.171 -3.120  -0.155
C -0.654 0.738 -1.781  -0.140
H 4.318 -3.222 -0.270  0.095
N 2.179 2.234 0.389  0.143
H 1.431 -1.684 0.955  0.084
C 3.542 -3.011 -0.999  -0.141
H 2.013 -3.823 0.252  0.088
C 0.873 0.378 1.295  -0.071
H 0.900 2.790 1.360  0.065
H 0.761 -2.275 -3.559  0.098
C -1.053 0.703 2.724  -0.215
Br -0.381 -3.367 2.566  0.763
O -3.014 -1.956 0.385  -0.170
C 1.873 0.951 0.395  -0.245
C 2.234 -3.338 -0.693  -0.117
H -2.710 0.567 4.845  0.096
C -0.754 2.005 -1.305  -0.100
C 1.156 -3.130 -1.609  -0.381
C -5.555 1.123 1.479  -0.144
C -3.774 -0.989 0.720  -0.420
N -1.836 1.994 -0.456  0.113
H 0.070 0.331 -2.468  0.098
C -3.028 1.110 3.949  -0.066
C -3.526 0.378 0.358  -0.102
H -2.054 2.709 0.217  0.145
N 2.537 0.254 -0.568  0.217
H 5.066 4.314 -2.567  0.091
H -6.237 1.919 1.744  0.084
H 3.068 -1.709 -4.078  0.093
H -6.680 -0.428 2.458  0.092
C 4.786 2.195 -2.798  -0.103
H -0.153 2.883 -1.462  0.110
H 5.458 2.138 -3.645  0.094
H 4.340 0.084 -2.820  0.080
H 2.421 -0.728 -0.795  0.122
C -2.345 0.730 -0.428  -0.286
H -0.815 -3.683 -2.183  0.021
C 3.883 -2.431 -2.220  -0.183
H -4.233 2.401 0.404  0.103
O -1.907 1.619 3.246  -0.061
C -4.941 -1.212 1.512  -0.037
H -0.326 -4.197 -0.494  0.003
H 3.528 4.505 -0.622  0.105
H -5.133 -2.237 1.808  0.104

Results
molecular weight = 576.40 g mol⁻¹
gap between HOMO and LUMO = 6.04 eV
energy relative to the best compared isomer or geometry (same formula, charge and spin) = 0.0 kJ/mol
net charge = -1
HOMO energy = -3.3 eV